Record 1
DFT (ωB97M-V with the def2-TZVPD basis set) results for a structure of composition C15H13MnN4O5 in a non-equilibrium geometry.

Results
* relative energy (zero: lowest compared OMol25 entry of this formula, charge and spin): 0.0000 eV
* LUMO energy (alpha / beta): -0.8 / -1.3 eV
* 2S+1: 5
* gap between HOMO and LUMO (alpha / beta): 7.54 / 7.11 eV

The geometry in XYZ format:
```
38
C15H13MnN4O5 ωB97M-V with the def2-TZVPD basis set
Mn -0.160 0.386 -0.050
O -1.237 -0.290 4.056
C 0.009 -0.417 4.540
C 0.150 -0.639 5.910
C 1.399 -0.741 6.482
C 2.541 -0.650 5.693
C 2.420 -0.490 4.330
C 1.163 -0.371 3.732
C 1.031 -0.207 2.286
O -0.055 0.331 1.795
N 1.948 -0.645 1.459
N 1.563 -0.454 0.165
C 2.369 -0.908 -0.767
C 2.104 -0.810 -2.162
C 3.008 -1.342 -3.098
C 2.790 -1.237 -4.451
C 1.655 -0.576 -4.925
C 0.738 -0.060 -4.045
C 0.921 -0.164 -2.652
O 0.027 0.321 -1.848
H -1.195 0.007 3.124
H -0.752 -0.694 6.497
H 1.490 -0.886 7.548
H 3.518 -0.692 6.147
H 3.289 -0.430 3.696
H 3.297 -1.379 -0.446
H 3.894 -1.842 -2.733
H 3.487 -1.664 -5.155
H 1.499 -0.469 -5.987
H -0.153 0.443 -4.388
N -1.859 -1.473 0.031
N -3.021 -0.691 0.248
C -2.984 0.711 -0.008
O -4.041 1.286 -0.112
O -1.807 1.195 -0.070
H -1.884 -1.956 -0.872
H -1.765 -2.162 0.778
H -3.913 -1.122 0.025
```

=====

Record 2
DFT (ωB97M-V with the def2-TZVPD basis set) results for a structure of composition C15H13N3O6Pd in a non-equilibrium geometry.

Results
* relative energy (zero: lowest compared OMol25 entry of this formula, charge and spin): 0.0000 eV
* LUMO energy (alpha / beta): -1.1 / -3.2 eV
* 2S+1: 5
* gap between HOMO and LUMO (alpha / beta): 6.85 / 6.34 eV

The geometry in XYZ format:
```
38
C15H13N3O6Pd ωB97M-V with the def2-TZVPD basis set
C 0.930 -1.152 -1.865
C -0.475 -1.088 -2.124
C -1.155 -1.742 -1.040
C -0.164 -2.260 -0.143
C 1.121 -1.858 -0.629
Pd -0.113 0.085 -0.174
C -1.663 1.564 -0.876
C -0.416 1.767 -1.391
C 0.465 2.368 -2.185
N 1.738 0.586 0.221
H -2.232 -1.853 -0.936
H -0.945 -0.605 -2.975
H -0.349 -2.857 0.744
H 2.071 -2.074 -0.149
H 1.712 -0.716 -2.479
H -2.402 1.022 -1.469
H 1.879 1.412 0.834
H -1.998 2.125 -0.005
H 0.151 3.168 -2.858
H 1.502 2.040 -2.163
O -1.051 1.647 2.218
C -0.911 0.475 2.596
O -0.675 -0.565 1.863
C -0.982 0.115 4.072
C -0.634 -1.181 4.488
C -0.551 -1.492 5.862
C -0.856 -0.527 6.832
C -1.233 0.759 6.413
C -1.298 1.083 5.038
N -1.546 1.759 7.400
O -1.453 1.449 8.607
O -1.902 2.891 7.013
N -0.113 -2.804 6.261
O 0.151 -3.640 5.371
O -0.011 -3.053 7.481
H -0.395 -1.947 3.754
H -0.789 -0.768 7.889
H -1.573 2.088 4.729
```

=====

Record 3
DFT (ωB97M-V with the def2-TZVPD basis set) results for the molecule C15H13NO4S2 in a non-equilibrium geometry.

Results
* LUMO energy: -0.6 eV
* gap between HOMO and LUMO: 7.13 eV
* SMILES string: C=CCSC1=N/C(=C\c2cc(OC)c3c(c2)OCO3)C(=O)S1

The geometry in XYZ format:
```
35
C15H13NO4S2 ωB97M-V with the def2-TZVPD basis set
C -5.422 -0.989 1.859
C -6.065 -0.850 0.717
C -5.567 -1.257 -0.633
S -3.786 -1.655 -0.707
C -3.063 -0.103 -0.522
N -1.799 0.025 -0.418
C -1.380 1.317 -0.304
C -0.098 1.755 -0.189
C 1.106 0.977 -0.168
C 2.325 1.650 -0.049
C 3.558 0.995 -0.019
O 4.661 1.773 0.098
C 5.925 1.144 0.123
C 3.517 -0.389 -0.114
C 2.297 -1.065 -0.232
C 1.087 -0.428 -0.263
O 2.534 -2.411 -0.307
C 3.929 -2.574 -0.233
O 4.542 -1.309 -0.113
C -2.476 2.311 -0.316
O -2.414 3.503 -0.229
S -4.017 1.406 -0.495
H -5.858 -0.676 2.791
H -4.434 -1.415 1.912
H -7.056 -0.416 0.689
H -5.762 -0.477 -1.370
H -6.062 -2.174 -0.959
H 0.016 2.828 -0.107
H 2.344 2.726 0.024
H 6.016 0.463 0.972
H 6.113 0.590 -0.800
H 6.649 1.951 0.220
H 0.160 -0.964 -0.356
H 4.186 -3.190 0.644
H 4.295 -3.074 -1.145
```

=====

Number 1: energy -63285.664 eV. Number 2: energy -35987.295 eV. Number 3: energy -47114.386 eV.